Entry from the Open Molecules 2025 dataset: a 2-piece molecular cluster, C14H28Br2N2O overall at a distorted geometry (ωB97M-V/def2-TZVPD).

Output
Highest occupied orbital energy: -4.38 eV
Energy above the lowest of the compared OMol25 structures with the same formula, charge and spin: 0.0 kJ/mol
LUMO level: -0.63 eV
Orbital gap: 0.13786 hartree
Electronic energy: -5882.784578 Eh

Last column: natural (NBO) charge in e.
Positions of all 47 atoms, in Å:
C  1.772  3.259  0.099  -0.6495
C  0.765  3.678  -0.947  -0.2401
Br  1.298  3.483  -2.770  -0.0237
C  -0.464  4.129  -0.654  0.0093
Br  -0.929  4.197  1.265  -0.1221
C  -1.522  4.515  -1.510  -0.6471
C  -2.447  3.289  -1.725  -0.4868
C  -3.751  3.401  -1.011  0.1825
N  -4.307  2.408  -0.439  -0.6914
H  1.395  2.347  0.557  0.1998
H  1.869  4.017  0.867  0.2251
H  2.748  3.065  -0.337  0.2060
H  -1.119  4.831  -2.464  0.1906
H  -2.596  3.102  -2.789  0.2159
H  -1.975  2.390  -1.307  0.1708
H  -4.215  4.388  -1.012  0.1499
H  -5.179  2.719  -0.015  0.3203
C  -0.272  -0.534  -1.216  -0.6472
C  -0.498  -1.736  -0.335  -0.2130
N  0.663  -2.704  -0.267  -0.2073
C  0.864  -3.281  -1.637  -0.4040
C  0.290  -3.885  0.598  -0.2050
C  0.058  -3.627  2.078  -0.6378
C  1.985  -2.066  0.108  -0.2346
C  2.073  -1.249  1.387  -0.0781
O  1.213  -0.140  1.332  -0.5573
C  0.609  0.254  2.562  -0.2559
H  -0.152  -0.797  -2.267  0.2067
H  -1.145  0.117  -1.154  0.2782
H  0.587  0.057  -0.914  0.2485
H  -1.348  -2.315  -0.700  0.2124
H  -0.727  -1.430  0.679  0.2339
H  -0.070  -3.726  -1.965  0.2289
H  1.643  -4.037  -1.579  0.2208
H  1.170  -2.493  -2.315  0.2415
H  1.082  -4.622  0.474  0.2160
H  -0.620  -4.287  0.156  0.2212
H  0.990  -3.612  2.637  0.2186
H  -0.519  -4.458  2.483  0.2459
H  -0.501  -2.717  2.281  0.2313
H  2.248  -1.426  -0.731  0.2408
H  2.703  -2.886  0.153  0.2210
H  3.106  -0.881  1.444  0.2053
H  1.909  -1.849  2.279  0.1817
H  1.102  -0.191  3.428  0.1707
H  -0.448  -0.035  2.559  0.1755
H  0.664  1.338  2.635  0.2317

Forces on the atoms, in the same order (eV/Å):
C -0.0552 0.0031 -0.6714
C 0.2027 0.1932 1.3612
Br -0.0089 -0.2005 0.0439
C -0.2674 0.4103 -1.5650
Br 0.0731 -0.3989 0.5804
C -0.0808 -0.8258 -0.3008
C 0.3037 0.6065 0.7646
C -0.4017 -0.3378 -0.2873
N 0.0420 0.0794 0.1069
H 0.2140 -0.1624 0.2366
H 0.0796 0.1266 0.1852
H 0.1378 -0.0254 -0.0349
H 0.1148 0.2432 -0.1148
H -0.2257 0.1300 -0.1189
H -0.0093 -0.2621 -0.1810
H 0.0685 0.1763 -0.0135
H -0.0617 -0.0924 0.0553
C 0.1976 0.1587 -0.3866
C -0.3635 0.2621 0.1161
N 0.0831 -0.2428 -0.2120
C 0.0838 0.0762 0.0635
C -0.0877 0.0316 0.3200
C 0.1000 -0.0658 0.1004
C -0.0268 0.0783 0.0890
C -0.0438 0.3379 0.1084
O 0.0081 -0.2780 0.1170
C -0.1072 0.1332 -0.0597
H -0.1014 -0.0310 -0.0137
H -0.0125 -0.0059 0.0793
H -0.0827 0.0840 0.0924
H 0.0813 -0.1318 0.0056
H 0.1092 0.0545 0.0196
H -0.0068 0.0022 -0.0437
H 0.0005 -0.0224 -0.0297
H -0.0442 0.0049 -0.0366
H 0.0075 -0.0052 -0.0734
H 0.0272 0.0178 -0.1026
H 0.0028 0.0931 0.0070
H -0.0599 -0.0132 -0.0960
H 0.0026 0.0107 -0.0072
H 0.0026 0.0079 -0.0059
H 0.0378 0.0102 -0.0041
H 0.0963 -0.2071 -0.0827
H -0.0887 -0.0303 -0.0021
H 0.0818 -0.0225 -0.0329
H 0.0122 0.0097 0.0503
H -0.0348 0.0195 -0.0265

---

Entry from the Open Molecules 2025 dataset: a single C3H5NOS2 molecule at a distorted geometry (ωB97M-V/def2-TZVPD).

Output
Highest occupied orbital energy: -8.76 eV
Energy above the lowest of the compared OMol25 structures with the same formula, charge and spin: 182.4 kJ/mol
LUMO level: 0.66 eV
Orbital gap: 0.34618 hartree
Structure (SMILES): O/N=C1/CSCS1
Electronic energy: -1043.619741 Eh

Last column: natural (NBO) charge in e.
Positions of all 12 atoms, in Å:
O  1.831  -1.974  0.534  -0.5676
N  1.023  -1.192  1.320  -0.1468
C  0.208  -0.545  0.556  -0.0196
C  -0.776  0.440  1.181  -0.5773
S  -0.780  1.877  0.116  0.2269
C  -0.899  0.830  -1.409  -0.6592
S  0.124  -0.658  -1.127  0.3149
H  2.440  -2.377  1.155  0.4810
H  -0.569  0.759  2.211  0.2623
H  -1.858  0.046  1.146  0.2248
H  -0.591  1.305  -2.319  0.2449
H  -1.944  0.548  -1.493  0.2156

Forces on the atoms, in the same order (eV/Å):
O 0.5448 -0.6901 -0.3890
N -1.2376 1.1544 -0.6626
C -0.0666 0.2721 3.0169
C -1.5946 -0.7181 -0.2026
S 0.3213 0.3025 -1.1203
C -0.4694 -0.2670 1.5934
S 0.1541 -0.0550 -1.7885
H 0.1315 -0.1090 0.1030
H 0.2661 -0.3417 -0.3914
H 1.6560 0.1435 0.1940
H 0.3492 0.4789 -0.1796
H -0.0548 -0.1704 -0.1734

---

Entry from the Open Molecules 2025 dataset: C17H32NOTl as an isolated structure at a distorted geometry (ωB97M-V/def2-TZVPD).

Output
Highest occupied orbital energy (spin up / spin down): -14.17 / -14.17 eV
LUMO level (spin up / spin down): -8.73 / -8.78 eV
Orbital gap (spin up / spin down): 0.20017 / 0.19811 hartree
Net charge: +2
Electronic energy: -968.611051 Eh

Last column: Mulliken charge in e.
Positions of all 52 atoms, in Å:
C  1.268  2.649  -1.542  -0.8630
H  2.164  2.750  -0.794  0.2005
H  1.572  1.993  -2.274  0.5781
H  1.458  1.550  1.695  -0.5529
C  0.321  3.846  -1.517  -0.4753
H  -0.680  3.524  -1.908  0.3121
H  0.170  4.323  -0.480  0.2977
C  0.900  4.954  -2.410  -1.2937
H  0.130  5.682  -2.582  0.3882
H  1.717  5.505  -1.957  0.3445
H  1.176  4.543  -3.382  0.3408
C  -0.994  -2.223  -0.314  1.0925
C  -1.631  -1.422  -1.269  0.5861
C  -0.673  -1.015  -2.210  0.4849
C  0.567  -1.568  -1.835  0.1473
C  0.366  -2.324  -0.660  0.6176
C  1.400  -3.091  0.094  -1.5712
C  1.857  -1.400  -2.574  -1.2236
C  -0.912  -0.185  -3.434  -1.2533
C  -3.092  -1.085  -1.279  -1.6064
C  -1.644  -2.876  0.865  -1.2744
Tl  0.769  1.474  0.067  1.3696
H  2.700  -1.769  -1.979  0.3708
H  1.839  -1.972  -3.517  0.3464
H  2.050  -0.346  -2.831  0.2224
H  2.407  -2.836  -0.252  0.3750
H  1.334  -2.876  1.172  0.3389
H  1.263  -4.177  -0.038  0.3516
H  -2.514  -2.291  1.198  0.3518
H  -2.001  -3.891  0.610  0.3899
H  -0.942  -2.967  1.704  0.1940
H  -3.291  -0.221  -1.924  0.3916
H  -3.691  -1.932  -1.656  0.3528
H  -3.443  -0.858  -0.263  0.3919
H  -0.141  0.591  -3.568  0.2434
H  -0.898  -0.822  -4.337  0.3675
H  -1.894  0.306  -3.393  0.3625
C  0.069  0.602  5.741  -0.8743
N  -0.312  0.016  4.466  0.0429
C  -1.281  -1.058  4.457  -0.6110
C  0.097  0.506  3.274  0.5583
C  1.051  1.647  3.241  -0.8788
O  -0.356  -0.008  2.222  -0.6699
H  -0.415  0.009  6.528  0.2851
H  -0.272  1.649  5.840  0.3585
H  1.161  0.563  5.902  0.3350
H  -2.218  -0.758  3.964  0.2574
H  -0.885  -1.958  3.963  0.1557
H  -1.498  -1.300  5.501  0.3014
H  1.957  1.307  2.548  0.2615
H  0.528  2.563  2.891  0.3229
H  1.578  1.846  4.165  0.4586

Forces on the atoms, in the same order (eV/Å):
C 0.3171 1.1431 2.9524
H -0.4956 0.8998 -1.9700
H 0.3712 -0.2889 -2.6618
H -0.7219 -0.3316 -2.8949
C -0.0901 0.7029 -0.5410
H 0.8156 0.4053 0.3634
H 0.2319 -1.1604 -1.2126
C -0.5515 -0.0645 -0.1173
H -0.4143 0.4547 -0.1850
H 0.3255 -0.2845 0.0583
H 0.1947 0.1047 0.0746
C -0.5894 -0.9050 1.4159
C -1.7927 0.4265 -0.1307
C -0.4704 1.0090 -1.3817
C 1.5396 -0.0279 -0.4169
C 1.0683 -0.6299 0.6225
C 0.0037 0.1446 -0.0566
C -0.0081 -0.0470 0.1699
C -0.2100 0.0079 0.1822
C 0.2998 0.1105 0.0037
C 0.0010 0.3111 -0.1143
Tl -0.3194 -1.3713 1.7550
H -0.1804 0.1035 -0.2453
H -0.0137 0.2129 0.2255
H -0.1362 -0.3421 -0.0210
H -0.2279 -0.1561 0.1421
H -0.0271 -0.1123 -0.2882
H -0.0117 0.3050 0.0556
H 0.2654 -0.2517 -0.1088
H 0.1465 0.3216 -0.0166
H -0.1531 -0.0125 -0.2819
H -0.0317 -0.2579 0.1776
H 0.2142 0.1956 0.1270
H 0.0521 -0.1030 -0.2781
H -0.1662 -0.3219 0.0464
H 0.0468 0.1797 0.2752
H 0.3506 -0.1581 -0.0881
C 0.2702 0.3307 0.7284
N 0.6391 0.7863 -1.0528
C -0.5166 -0.5449 0.1721
C -1.4527 -1.6994 0.5044
C 1.3962 0.2068 1.0643
O 0.3881 0.4854 0.1904
H 0.3070 0.3496 -0.2047
H 0.1249 -0.4881 -0.0576
H -0.4988 -0.0337 -0.0232
H 0.3557 -0.0827 0.0810
H -0.1109 0.3470 0.1123
H -0.0545 -0.0908 -0.3360
H -0.9477 0.6283 2.5849
H 0.7580 -0.4953 0.1693
H -0.2909 0.0891 0.4304

---

Entry from the Open Molecules 2025 dataset: C42H43FN3O2RbSSi as an isolated structure at a distorted geometry (ωB97M-V/def2-TZVPD).

Output
Highest occupied orbital energy: -0.07 eV
Energy above the lowest of the compared OMol25 structures with the same formula, charge and spin: 28.9 kJ/mol
LUMO level: 3.84 eV
Orbital gap: 0.14372 hartree
Net charge: -2
Electronic energy: -2752.648933 Eh

Last column: Mulliken charge in e.
Positions of all 94 atoms, in Å:
Rb  0.641  0.123  0.172  0.7271
C  -0.786  -1.958  2.482  -1.2930
Si  -1.720  -3.188  1.639  0.3229
C  -0.847  -3.755  0.030  -1.0225
N  -0.490  -2.649  -0.853  0.6039
C  0.559  -2.936  -1.823  -0.6552
C  0.093  -3.687  -3.073  -0.7086
C  -1.178  -3.027  -3.655  -0.7610
C  -1.498  -1.718  -2.933  -0.6590
C  -1.669  -1.995  -1.444  -0.3942
C  -3.461  -2.533  1.218  -0.0944
C  -4.478  -3.344  0.707  0.0888
C  -5.712  -2.823  0.334  -0.7052
C  -5.960  -1.462  0.476  -0.4384
C  -4.971  -0.637  0.996  -0.4388
C  -3.739  -1.169  1.361  -0.3583
C  -2.140  -4.915  2.411  0.4520
C  -3.272  -5.110  3.210  -0.1904
C  -3.540  -6.325  3.831  -0.6600
C  -2.675  -7.398  3.666  -0.3655
C  -1.544  -7.239  2.878  -0.6354
C  -1.288  -6.017  2.264  -0.2181
H  0.228  -2.272  2.752  0.2184
H  -1.285  -1.511  3.349  0.1276
H  -1.423  -4.544  -0.495  0.3303
H  0.087  -4.223  0.365  0.5037
H  1.346  -3.494  -1.312  0.4753
H  1.005  -1.988  -2.135  0.1353
H  -0.096  -4.737  -2.835  0.2802
H  0.906  -3.673  -3.805  0.4254
H  -2.035  -3.697  -3.523  0.2772
H  -1.075  -2.862  -4.729  0.4275
H  -2.427  -1.285  -3.312  0.5030
H  -0.719  -0.973  -3.113  0.0427
H  -2.543  -2.647  -1.324  0.0453
H  -1.906  -1.076  -0.897  0.1179
H  -4.299  -4.410  0.593  0.4089
H  -6.477  -3.475  -0.072  0.3606
H  -6.916  -1.048  0.177  0.3500
H  -5.152  0.428  1.101  0.4431
H  -2.950  -0.525  1.736  0.2783
H  -3.967  -4.287  3.352  0.3497
H  -4.428  -6.434  4.445  0.3532
H  -2.879  -8.348  4.148  0.3374
H  -0.858  -8.068  2.741  0.3781
H  -0.392  -5.925  1.659  0.2243
C  5.429  5.811  -3.079  -1.4298
C  4.286  4.834  -2.984  1.0154
C  3.567  4.457  -4.110  -0.7549
C  2.529  3.534  -4.024  -0.2212
C  2.208  2.985  -2.795  -0.2637
C  2.911  3.357  -1.653  -0.6617
C  3.941  4.274  -1.754  -0.8244
S  0.914  1.775  -2.656  1.5065
O  0.266  1.742  -3.953  -0.8012
O  1.582  0.550  -2.240  -0.8525
N  0.018  2.213  -1.461  0.3556
C  -0.849  3.277  -1.515  -0.1457
C  -1.010  4.185  -2.545  -0.5747
C  -1.932  5.249  -2.456  -0.9322
C  -2.722  5.429  -1.360  -0.8919
C  -2.605  4.515  -0.280  1.2061
C  -3.404  4.614  0.883  -0.6553
C  -3.260  3.711  1.889  -0.8284
C  -2.293  2.688  1.739  -0.3610
N  -1.537  2.564  0.685  0.0143
C  -1.677  3.454  -0.340  0.0219
H  5.436  6.316  -4.046  0.3394
H  6.391  5.306  -2.959  0.2933
H  5.365  6.572  -2.299  0.3500
H  3.819  4.891  -5.073  0.2599
H  1.961  3.239  -4.896  0.4973
H  2.653  2.930  -0.692  0.5127
H  4.489  4.555  -0.861  0.4104
H  -0.435  4.067  -3.453  0.4140
H  -2.012  5.933  -3.294  0.3553
H  -3.435  6.243  -1.298  0.3288
H  -4.132  5.416  0.951  0.3859
H  -3.858  3.760  2.789  0.3805
H  -2.149  1.954  2.526  0.5467
F  8.460  2.086  4.375  -0.3883
C  7.216  1.761  3.850  0.3516
C  6.803  2.319  2.655  -0.4242
C  5.565  1.996  2.128  -0.4598
C  4.651  1.083  2.764  0.9347
C  3.412  0.749  2.225  -0.8771
C  5.152  0.547  4.003  -0.5745
C  6.392  0.878  4.521  -0.4252
H  7.461  3.009  2.135  0.3620
H  5.268  2.440  1.183  0.2763
H  2.736  0.060  2.715  0.2042
H  3.104  1.211  1.296  -0.5955
H  4.525  -0.150  4.548  0.2820
H  6.729  0.445  5.458  0.3485

Forces on the atoms, in the same order (eV/Å):
Rb -0.1817 -0.7201 1.4058
C 0.0918 0.0849 0.2732
Si -0.1559 -0.1797 -0.0883
C 0.0797 0.0845 -0.0288
N -0.0241 0.0527 -0.1315
C -0.0070 0.0412 0.0060
C -0.0329 -0.0030 -0.0353
C -0.0226 -0.0190 0.0230
C 0.0223 0.0484 0.0074
C 0.1516 -0.0097 -0.0396
C -0.1116 0.0374 -0.0092
C -0.0040 0.0421 -0.0255
C 0.0503 0.0283 0.0233
C 0.0096 -0.0256 0.0134
C 0.0566 -0.0264 0.0083
C -0.0297 -0.0641 -0.0575
C -0.0133 -0.0670 -0.0512
C 0.0235 -0.0724 0.0712
C 0.0070 0.0865 -0.0343
C 0.0108 -0.0230 0.0084
C 0.0053 0.0815 -0.0348
C -0.0493 -0.0497 0.0641
H 0.0314 0.1359 -0.0473
H 0.0477 0.0580 -0.0413
H -0.0135 0.0109 0.0080
H -0.0028 0.0042 -0.0143
H 0.0034 -0.0077 0.0198
H 0.0501 0.0008 -0.0345
H -0.0273 0.0047 0.0205
H -0.0087 -0.0162 -0.0027
H 0.0070 -0.0127 -0.0063
H 0.0161 0.0246 -0.0014
H -0.0027 -0.0136 -0.0189
H -0.0009 -0.0113 0.0124
H -0.0373 -0.0206 -0.0160
H -0.0369 0.0310 -0.0039
H -0.0098 0.0205 -0.0064
H -0.0047 0.0030 -0.0012
H -0.0072 0.0052 0.0019
H -0.0007 -0.0042 0.0057
H -0.0231 -0.0045 0.0037
H 0.0185 0.0015 0.0037
H -0.0067 0.0032 0.0012
H -0.0026 0.0022 -0.0039
H 0.0044 0.0008 -0.0034
H -0.0050 0.0028 0.0065
C -0.0053 0.0255 -0.0123
C 0.0259 0.0053 -0.0102
C -0.0326 -0.0034 -0.0301
C 0.0599 0.0784 0.0748
C 0.1438 0.0663 0.0303
C 0.0200 0.0056 -0.0720
C -0.0050 -0.0035 0.0514
S -0.0034 0.0268 -0.2956
O 0.0019 -0.0263 -0.0905
O 0.1317 0.1410 -0.6057
N -0.3169 0.4097 -0.2605
C 0.0916 -0.2629 0.2763
C -0.0410 0.1631 -0.1365
C 0.1028 -0.0913 -0.0715
C 0.0044 -0.0829 0.1156
C -0.0851 0.0877 -0.0104
C -0.0361 0.1131 -0.0882
C 0.0933 -0.1708 0.0985
C -0.0880 0.0672 0.0960
N 0.0710 0.0091 -0.2945
C 0.0339 -0.0912 0.0906
H -0.0026 -0.0096 0.0083
H -0.0229 -0.0164 0.0028
H -0.0104 -0.0143 -0.0046
H 0.0005 -0.0038 0.0046
H 0.0101 -0.0129 0.0056
H -0.0061 -0.0101 -0.0132
H 0.0006 -0.0017 -0.0161
H 0.0053 -0.0054 0.0148
H 0.0102 -0.0074 -0.0028
H -0.0011 -0.0100 0.0103
H 0.0096 0.0077 -0.0028
H -0.0082 -0.0054 -0.0005
H -0.0079 0.0067 -0.0074
F 0.0113 0.0068 0.0055
C -0.0235 -0.0108 -0.0007
C -0.0923 0.0253 -0.1181
C 0.0456 0.0215 0.0073
C -0.0576 -0.0500 -0.0275
C 0.2130 0.1069 0.0180
C 0.0514 0.0087 0.0281
C -0.1281 -0.0892 0.0322
H -0.0198 -0.0015 -0.0063
H 0.0112 0.0023 0.0040
H 0.0099 0.0086 0.0441
H -0.0301 0.0394 -0.0915
H 0.0159 0.0034 0.0069
H -0.0157 -0.0015 -0.0065